Here is a molecular structure, C15H22Cl5GeN2S5SbSn from the Open Molecules 2025 dataset. Energies are from wB97M-V/def2-TZVPD.

Geometry (Å):
Sn (0.44102, -2.26995, 0.69626)
S (-3.50791, -5.30833, 1.95870)
Sb (-1.53639, -4.33386, 2.51966)
S (-1.63779, -1.93219, 1.99901)
S (0.12430, -4.73166, 0.83563)
S (-0.75388, -4.51846, 4.63453)
Cl (2.71562, -3.24367, -1.53468)
C (1.31956, -2.60421, -2.32845)
C (0.19482, -2.27051, -1.57233)
C (-0.93313, -1.86869, -2.27901)
Cl (-2.41123, -1.56422, -1.43146)
C (-0.93392, -1.72574, -3.66822)
Cl (-2.35459, -1.20396, -4.50827)
C (0.22315, -2.00658, -4.38915)
Cl (0.25281, -1.79608, -6.10567)
C (1.34742, -2.47508, -3.71844)
Cl (2.76513, -2.89750, -4.61943)
C (3.26369, 1.19421, 1.87726)
Ge (3.41067, -0.45150, 0.77125)
C (5.33452, -0.93763, 0.89099)
C (3.30399, 0.12249, -1.12703)
C (2.35310, -1.90909, 1.48782)
H (3.85287, 2.01845, 1.45304)
H (3.62586, 0.99344, 2.89008)
H (2.21831, 1.50419, 1.93884)
H (5.95745, -0.07442, 0.62181)
H (5.54626, -1.74590, 0.18326)
H (5.61625, -1.27477, 1.89234)
H (3.44842, 1.20671, -1.18543)
H (2.34674, -0.10593, -1.59894)
H (4.09082, -0.37004, -1.70655)
H (2.09436, -1.56753, 2.50293)
C (-2.11512, 4.21030, -1.18590)
C (-2.28222, 3.84541, 0.28687)
N (-1.18085, 3.00764, 0.77441)
C (-1.20133, 1.63889, 0.53934)
S (0.07742, 0.90181, -0.25990)
N (-2.24292, 0.94572, 1.00549)
C (-3.16625, 1.34779, 2.06089)
C (-4.62007, 1.27024, 1.60232)
H (-2.96347, 4.80439, -1.53722)
H (-2.04686, 3.30429, -1.79171)
H (-1.20129, 4.78948, -1.33995)
H (-3.21724, 3.30848, 0.41848)
H (-2.32944, 4.74841, 0.89935)
H (-0.28292, 3.35866, 0.47604)
H (-2.13264, -0.06100, 0.91468)
H (-2.90157, 2.34562, 2.40143)
H (-3.01819, 0.65658, 2.89242)
H (-4.80988, 1.94328, 0.76393)
H (-5.29570, 1.52881, 2.42153)
H (-4.84772, 0.25322, 1.27716)

Results
maximum force = 0.890 eV Å⁻¹
total charge = -2
gap between HOMO and LUMO = 0.193 hartree
lowest unoccupied orbital energy = 3.8 eV
HOMO level = -1.4 eV

***

Here is a molecular structure, C28H31O4PS4Se2V from the Open Molecules 2025 dataset. Energies are from wB97M-V/def2-TZVPD.

Geometry (Å):
V (0.00207, -0.35129, -1.19301)
C (-3.25209, -0.05824, -2.63845)
C (-2.34451, 0.56746, -3.69021)
S (-0.57223, 0.20124, -3.57496)
C (-0.38629, -1.44028, -4.33366)
C (-1.03582, -2.62566, -3.62852)
S (-0.45612, -2.81146, -1.91039)
C (-1.94014, -3.58369, -1.21245)
C (-1.87401, -3.71195, 0.30502)
S (-1.68045, -2.18572, 1.25627)
C (-3.33658, -1.47711, 1.21387)
C (-3.81995, -0.94599, -0.12846)
S (-2.62608, 0.15179, -0.95170)
H (-3.39652, -1.12477, -2.81750)
H (-4.22889, 0.42705, -2.69451)
H (-2.37427, 1.65301, -3.60365)
H (-2.68472, 0.28776, -4.68924)
H (0.69726, -1.57134, -4.36951)
H (-0.74511, -1.38727, -5.36295)
H (-0.80335, -3.53938, -4.17723)
H (-2.11885, -2.51647, -3.61167)
H (-2.02849, -4.57932, -1.65273)
H (-2.80410, -2.99994, -1.52326)
H (-1.01154, -4.31985, 0.58510)
H (-2.76393, -4.24237, 0.65164)
H (-3.27503, -0.65568, 1.92985)
H (-4.06490, -2.19552, 1.59627)
H (-4.72739, -0.35932, 0.02766)
H (-4.07078, -1.75950, -0.80888)
Se (1.04324, 2.00410, -0.78951)
P (-0.66888, 3.16043, -0.09777)
Se (-2.11850, 3.75754, -1.54854)
C (0.03412, 4.61180, 0.76381)
C (1.04448, 4.41056, 1.70258)
C (1.56400, 5.48709, 2.40145)
C (1.08300, 6.76868, 2.16330)
C (0.08253, 6.96968, 1.22590)
C (-0.44629, 5.89164, 0.52673)
C (-1.42229, 2.28009, 1.33223)
C (-0.69168, 1.34538, 2.06135)
C (-1.21817, 0.80561, 3.22882)
C (-2.47571, 1.19295, 3.66952)
C (-3.22147, 2.09834, 2.92397)
C (-2.69936, 2.63810, 1.75645)
H (1.43112, 3.41218, 1.86967)
H (2.35030, 5.32687, 3.12814)
H (1.49360, 7.60988, 2.70740)
H (-0.29035, 7.96792, 1.03488)
H (-1.22823, 6.03361, -0.20843)
H (0.27802, 1.02138, 1.70306)
H (-0.64331, 0.07593, 3.78437)
H (-2.88201, 0.77874, 4.58443)
H (-4.20897, 2.39333, 3.25757)
H (-3.27402, 3.33989, 1.16456)
O (1.99067, -0.97860, -1.52992)
C (2.07499, -1.34716, -0.31819)
O (1.08088, -1.18928, 0.44581)
C (3.32527, -1.97222, 0.18099)
C (3.39723, -2.40851, 1.49581)
C (4.55522, -3.00766, 1.99642)
C (5.60738, -3.13972, 1.12519)
O (6.84013, -3.67355, 1.36798)
C (7.54313, -3.63155, 0.12599)
O (6.73034, -2.94213, -0.81805)
C (5.53660, -2.70080, -0.18822)
C (4.41249, -2.11198, -0.69555)
H (2.53208, -2.27114, 2.12958)
H (4.62747, -3.34900, 3.01938)
H (7.72459, -4.65199, -0.22197)
H (8.48262, -3.09409, 0.26028)
H (4.34651, -1.75854, -1.71423)

Results
maximum force = 0.321 eV Å⁻¹
2S+1 = 4
total charge = 0
gap between HOMO and LUMO (alpha / beta) = 0.255 / 0.260 hartree
lowest unoccupied orbital energy (alpha / beta) = 0.0 / 0.0 eV
HOMO level (alpha / beta) = -6.9 / -7.1 eV

***

Here is a single C5H11NO molecule from the Open Molecules 2025 dataset. Energies are from wB97M-V/def2-TZVPD.

Geometry (Å):
C (-1.83450, 0.56702, -0.84398)
C (-1.46376, -0.49817, 0.18380)
N (-0.02552, -0.46692, 0.46470)
C (0.41140, 0.30896, 1.60661)
C (0.79198, -0.76122, -0.59627)
C (2.15540, -0.09386, -0.65109)
O (0.39215, -1.45630, -1.51929)
H (-2.90868, 0.57643, -1.05591)
H (-1.30002, 0.35383, -1.77377)
H (-1.53743, 1.56527, -0.49687)
H (-1.73725, -1.49539, -0.17269)
H (-1.98738, -0.32277, 1.12903)
H (-0.12972, -0.03033, 2.49691)
H (1.47542, 0.14410, 1.79100)
H (0.23752, 1.39014, 1.49041)
H (2.49855, -0.17761, -1.68439)
H (2.88606, -0.56914, 0.01158)
H (2.07578, 0.96596, -0.37976)

Results
maximum force = 0.324 eV Å⁻¹
total charge = 0
gap between HOMO and LUMO = 0.369 hartree
lowest unoccupied orbital energy = 0.9 eV
HOMO level = -9.1 eV
SMILES = CCN(C)C(C)=O